Computed, not measured: a 8-piece molecular cluster, C63H140N8O3 overall at a distorted geometry, with ωB97M-V/def2-TZVPD.

Last column: Mulliken charge in e.
Cartesian coordinates (Å):
O (-1.835, 0.223, -0.609)  -0.464
O (0.114, 0.914, 0.052)  -0.278
O (-0.071, -1.024, -0.914)  -0.210
N (0.330, -2.699, -5.632)  0.708
N (-7.845, -1.189, 1.788)  0.357
N (-1.051, -4.716, 3.011)  0.514
N (-1.633, 4.152, -2.751)  0.668
N (5.551, 5.686, 1.805)  0.194
N (-1.048, 3.643, 3.585)  0.409
N (4.615, -2.035, -0.745)  0.582
N (-0.601, 0.018, -0.472)  0.024
C (-0.050, -4.206, 4.014)  -1.011
C (4.479, -6.395, -1.506)  -1.234
C (3.157, -5.616, -1.575)  -0.582
C (-2.277, 5.649, 2.816)  -0.570
C (3.261, 1.911, 3.366)  -1.315
C (-3.022, 5.537, -1.355)  -0.734
C (-2.839, 6.347, -2.653)  -0.880
C (6.384, 4.435, 3.932)  -0.482
C (4.246, -3.516, -0.598)  -1.183
C (4.102, -1.076, -2.972)  0.073
C (-0.389, -5.272, 1.746)  -1.063
C (4.990, 4.423, 1.145)  0.065
C (3.397, -1.101, -0.605)  -0.315
C (-1.813, -3.543, 2.445)  -0.923
C (-1.941, 5.462, -3.502)  -0.693
C (-10.290, -1.005, 1.928)  -0.689
C (3.885, 4.913, 0.218)  -0.423
C (-0.679, -0.884, -4.267)  1.063
C (-1.780, 4.659, -1.310)  -0.625
C (3.235, -0.378, -1.939)  1.341
C (-1.447, 4.430, 2.335)  -0.316
C (-7.088, -1.140, 3.099)  -1.042
C (1.073, 2.676, 4.651)  -0.661
C (5.604, -1.722, 0.368)  -1.146
C (2.215, 2.078, -4.413)  -0.389
C (5.980, 4.170, 5.400)  -0.536
C (3.335, 6.146, 0.918)  -0.300
C (-3.441, -6.662, 5.440)  -0.632
C (1.179, -3.536, -4.700)  -1.296
C (5.581, 5.602, 3.345)  -1.231
C (-1.918, 2.415, 3.753)  -1.293
C (-0.207, 3.693, -2.978)  -0.736
C (-2.622, 3.024, -3.014)  -0.991
C (0.520, -1.225, -5.170)  -0.648
C (-4.884, -1.644, -0.719)  -0.247
C (-9.016, -0.170, 1.913)  -0.255
C (-6.936, -0.850, 0.620)  -0.717
C (0.070, -4.048, 0.986)  -0.219
C (2.591, 2.684, 4.511)  -0.264
C (0.165, 3.636, -4.454)  -0.472
C (6.993, 5.967, 1.413)  -1.061
C (-2.703, 5.248, 4.245)  -0.599
C (-1.400, 4.651, 4.731)  -0.671
C (-3.084, -8.134, 5.287)  -1.198
C (-1.065, -3.023, 1.216)  0.554
C (-9.853, -2.395, 2.329)  -0.723
C (-1.849, -5.873, 3.642)  -0.904
C (-1.154, -2.966, -5.372)  -0.980
C (1.032, -4.336, -9.081)  -0.618
C (0.442, -4.191, -7.663)  -0.633
C (2.562, -4.286, -9.085)  -1.140
C (-4.183, -2.783, -1.419)  -0.830
C (0.430, 3.358, 3.454)  -0.610
C (1.675, 3.515, -4.683)  -0.966
C (-6.134, -2.039, 0.089)  -0.221
C (0.665, -2.790, -7.105)  -0.817
C (5.203, -1.656, -2.100)  -0.954
C (-2.332, -5.643, 5.072)  -0.433
C (6.327, 2.783, 5.891)  -1.387
C (-1.526, -2.135, -4.154)  -0.393
C (-8.493, -2.558, 1.645)  -0.674
C (4.637, 6.832, 1.373)  -0.664
C (3.311, -4.084, -1.660)  1.035
H (0.699, -3.445, -9.627)  0.314
H (3.014, -3.309, -9.276)  0.329
H (4.927, 4.435, 5.539)  0.364
H (2.312, -3.641, -1.573)  -0.451
H (-1.348, -2.548, -3.161)  -0.170
H (3.050, 2.301, 5.422)  0.503
H (5.762, 1.974, 5.413)  0.223
H (4.340, 2.004, 3.471)  0.497
H (-2.072, 3.730, 1.774)  0.237
H (-0.626, -2.082, 1.571)  -0.112
H (7.258, 6.861, 1.973)  0.367
H (2.938, 2.261, 2.381)  0.052
H (3.555, -3.905, -2.709)  0.255
H (5.715, -0.644, 0.431)  0.510
H (-6.236, -0.080, 0.946)  0.287
H (-1.571, 1.746, 2.965)  0.443
H (2.171, -0.370, -2.178)  -0.924
H (-2.317, 7.275, -2.437)  0.353
H (0.619, -3.533, 3.476)  0.397
H (1.987, 1.381, -5.217)  0.256
H (0.312, -4.288, -0.048)  0.404
H (-10.560, -3.170, 2.034)  0.436
H (-3.766, -3.518, -0.721)  0.228
H (7.390, 2.557, 5.812)  0.387
H (2.518, -1.685, -0.324)  -0.573
H (-6.191, -1.738, 2.971)  0.273
H (0.892, 4.332, 3.278)  0.206
H (4.901, -6.235, -2.505)  0.329
H (2.505, -5.908, -0.747)  0.207
H (-1.985, 3.817, -0.650)  0.173
H (-10.744, -1.071, 0.937)  0.337
H (-2.618, -6.097, 2.904)  0.366
H (-3.449, 4.461, 4.224)  0.286
H (0.782, -4.996, -7.005)  0.270
H (4.691, -0.448, -3.641)  0.652
H (4.418, -7.471, -1.381)  0.408
H (6.087, 2.664, 6.949)  0.398
H (-2.306, 2.748, -4.018)  0.345
H (-2.965, 2.674, 3.689)  0.539
H (7.027, 5.976, 0.327)  0.496
H (-3.820, -8.735, 5.817)  0.378
H (-2.806, -3.898, 2.163)  0.201
H (0.988, -3.231, -3.675)  0.510
H (-6.884, -0.083, 3.267)  0.438
H (-8.880, 0.500, 2.755)  0.382
H (3.990, -3.689, 0.443)  0.135
H (-8.762, -2.736, 0.603)  0.395
H (5.116, 7.346, 0.539)  0.351
H (-2.441, 2.242, -2.282)  0.370
H (-1.621, -2.665, 0.353)  0.026
H (-1.654, 2.013, 4.729)  0.382
H (5.703, -2.526, -2.528)  0.290
H (5.192, -5.963, -0.805)  0.284
H (-7.879, -3.383, 1.994)  0.344
H (2.901, 0.878, 3.420)  0.559
H (-0.216, 4.518, -4.974)  0.674
H (2.191, -3.507, -5.095)  0.351
H (5.967, -0.917, -1.863)  0.493
H (-1.145, -6.706, 3.635)  0.403
H (0.443, 4.417, -2.487)  0.278
H (-7.596, -0.442, -0.142)  0.368
H (0.555, 2.833, 2.503)  0.301
H (-5.851, -2.659, 0.947)  0.149
H (0.549, -5.174, -9.575)  0.450
H (3.531, 0.663, -1.792)  0.303
H (0.871, 3.073, 5.646)  0.362
H (2.123, 4.115, -3.881)  0.286
H (0.525, -0.623, -6.073)  0.215
H (-1.347, 4.026, 5.619)  0.400
H (-3.618, 3.453, -3.002)  0.414
H (5.250, -3.896, -0.799)  0.674
H (-3.060, -8.408, 4.232)  0.321
H (-0.219, -0.485, -3.363)  -0.704
H (0.424, -5.924, 2.065)  0.486
H (-2.796, -4.651, 5.079)  0.311
H (6.527, 4.856, 6.051)  0.465
H (0.553, -4.971, 4.495)  0.309
H (1.719, -2.512, -7.168)  0.363
H (-3.944, 4.950, -1.319)  0.423
H (3.276, 2.093, -4.161)  0.479
H (-1.889, -2.812, 3.246)  0.454
H (7.645, 5.183, 1.794)  0.388
H (-1.546, -5.660, 5.825)  0.395
H (-1.205, -0.046, -4.728)  0.282
H (-5.153, -0.895, -1.475)  0.330
H (4.226, 5.157, -0.790)  0.273
H (2.673, 6.763, 0.314)  0.572
H (-0.101, 2.728, -2.484)  0.111
H (3.001, -4.916, -9.856)  0.358
H (0.716, 1.637, 4.691)  0.410
H (2.826, 3.744, 4.361)  -0.087
H (-3.171, 6.138, -0.455)  0.390
H (-0.911, 5.243, -1.014)  0.457
H (5.153, -2.043, 1.304)  0.361
H (5.872, 3.889, 0.803)  0.432
H (-2.365, 5.196, -4.468)  0.410
H (2.692, -5.901, -2.520)  0.351
H (5.826, 6.618, 3.646)  0.584
H (6.290, 3.507, 3.368)  0.510
H (6.481, -2.284, 0.058)  0.430
H (-7.791, -1.419, 3.879)  0.442
H (-6.692, -2.697, -0.580)  0.363
H (-4.312, -6.482, 4.801)  0.297
H (-3.851, 6.485, -3.023)  0.346
H (3.543, -1.803, -3.556)  -0.465
H (-0.629, -4.389, -7.773)  0.398
H (1.009, -3.681, 1.405)  0.016
H (0.084, -2.082, -7.693)  0.509
H (4.519, 5.481, 3.586)  0.429
H (-0.573, -3.590, 4.741)  0.420
H (-0.565, 5.350, 4.697)  0.381
H (1.462, -1.277, -4.634)  0.003
H (-11.090, -0.626, 2.562)  0.358
H (3.112, 4.163, 0.022)  0.283
H (0.844, -4.573, -4.748)  0.452
H (-4.894, -3.386, -1.990)  0.593
H (1.770, 1.634, -3.513)  -0.167
H (-9.798, -2.509, 3.416)  0.315
H (-0.961, 5.916, -3.624)  0.479
H (-3.185, 5.758, 2.227)  0.274
H (-9.023, 0.374, 0.972)  0.231
H (-1.293, -4.042, -5.386)  0.489
H (4.595, 7.555, 2.184)  0.372
H (3.423, -0.411, 0.240)  0.130
H (-2.965, 6.117, 4.841)  0.463
H (4.601, 3.879, 2.006)  -0.429
H (-3.781, -6.441, 6.452)  0.412
H (7.413, 4.775, 4.052)  0.487
H (2.929, -4.531, -8.083)  0.244
H (-1.591, -2.479, -6.244)  0.429
H (-2.584, -1.913, -4.288)  0.539
H (-2.110, -8.361, 5.724)  0.317
H (-1.664, 6.546, 2.780)  0.375
H (2.078, 3.933, -5.600)  0.400
H (-3.401, -2.485, -2.110)  -0.221
H (-0.336, 2.860, -5.045)  0.338
H (-4.221, -1.014, -0.112)  0.109
H (2.755, 5.960, 1.828)  -0.111
H (-1.121, -5.891, 1.230)  0.422
H (-0.573, 4.506, 1.693)  0.299

Properties
**Energy above the lowest of the compared OMol25 structures with the same formula, charge and spin**: 43.8 kcal/mol
**Frontier orbital gap**: 9.29 eV
**HOMO energy**: -0.731 Eh
**Molecular weight**: 1057.87 g/mol
**Net charge**: +6